No. 1
DFT (ωB97M-V/def2-TZVPD) results for a 15-piece molecular cluster, C21H72N10O15 overall at a distorted geometry.

Atoms and positions in Å:
C1 -9.0870 -13.3070 1.0600
C2 -8.1190 -14.0360 0.2400
O1 -8.5690 -15.2950 -0.1380
H1 -8.8100 -12.2380 1.1460
H2 -9.0870 -13.5970 2.1170
H3 -10.0990 -13.2240 0.6560
H4 -7.1870 -14.1660 0.8250
H5 -7.9440 -13.5410 -0.7840
H6 -8.0120 -15.5320 -0.9310
C3 -11.9110 -13.1450 -1.5110
C4 -10.9580 -14.2370 -1.8680
O2 -11.2570 -14.7050 -3.1290
H7 -11.7760 -12.9660 -0.4250
H8 -12.8990 -13.4230 -1.5910
H9 -11.5870 -12.2330 -1.9390
H10 -11.0420 -15.0970 -1.1410
H11 -9.9660 -14.0050 -1.7550
H12 -11.4740 -15.6160 -3.0530
C5 -5.8630 -16.9440 -0.8460
C6 -6.9260 -17.0660 -1.9010
O3 -7.0970 -15.8400 -2.4670
H13 -5.7880 -17.8640 -0.3070
H14 -6.0240 -16.1870 -0.1110
H15 -4.9100 -16.7230 -1.3000
H16 -7.8970 -17.4000 -1.4860
H17 -6.5530 -17.7520 -2.7190
H18 -7.4370 -16.0060 -3.3440
C7 -13.8160 -8.3330 -2.8740
C8 -12.3490 -8.6180 -2.6710
O4 -12.1240 -9.9340 -2.2520
H19 -14.2460 -9.1420 -3.4040
H20 -13.9710 -7.4090 -3.4250
H21 -14.2470 -8.5060 -1.9150
H22 -11.9110 -7.8090 -2.0080
H23 -11.7840 -8.5060 -3.6530
H24 -11.1430 -9.9320 -2.0480
C9 -12.5940 -9.9620 0.9640
C10 -11.1730 -9.7330 1.0230
O5 -10.4520 -10.5600 1.9990
H25 -13.0860 -9.2420 0.2830
H26 -13.0470 -9.9020 1.9320
H27 -12.8620 -10.8970 0.4340
H28 -10.8960 -8.7080 1.2780
H29 -10.7250 -9.8570 0.0900
H30 -9.5250 -10.3030 1.8610
C11 -8.7090 -12.3800 -3.2120
C12 -8.8810 -11.4440 -2.0250
O6 -9.4590 -10.2580 -2.5990
H31 -9.6770 -12.3160 -3.7730
H32 -8.4950 -13.4910 -3.0580
H33 -7.9730 -12.0030 -3.8710
H34 -7.8930 -11.3990 -1.5540
H35 -9.5590 -11.9030 -1.3030
H36 -8.8200 -9.5990 -2.8210
C13 -8.2280 -8.4130 -0.1570
O7 -7.7240 -9.5110 0.3980
N1 -8.8670 -7.5530 0.5700
N2 -8.1400 -8.0210 -1.3980
H37 -8.9890 -7.6100 1.6160
H38 -9.3810 -6.8890 -0.0320
H39 -7.4790 -8.5660 -2.0380
H40 -8.6700 -7.3400 -1.9220
C14 -6.2050 -13.4850 -5.8580
O8 -7.2970 -12.6370 -5.9870
N3 -6.4670 -14.7220 -5.5340
N4 -4.9550 -13.1990 -5.9270
H41 -7.3690 -14.9970 -5.2420
H42 -5.7240 -15.4940 -5.6920
H43 -4.6630 -12.3240 -6.3790
H44 -4.2550 -13.9430 -5.9280
C15 -12.9040 -13.7010 -5.7990
O9 -13.9410 -14.2730 -5.0530
N5 -13.1010 -13.4340 -7.0260
N6 -11.7380 -13.3630 -5.3440
H45 -14.0130 -13.7310 -7.2790
H46 -12.6070 -12.9530 -7.7450
H47 -11.5110 -13.7750 -4.4210
H48 -10.9960 -12.9040 -5.9230
C16 -6.1200 -12.0140 2.0400
O10 -6.9930 -11.5530 2.9820
N7 -6.0900 -11.5890 0.7870
N8 -5.3690 -13.0470 2.2510
H49 -6.6940 -10.7940 0.6130
H50 -5.6770 -12.1910 0.0520
H51 -5.7280 -13.6710 3.0200
H52 -4.7250 -13.3490 1.5130
C17 -10.2150 -12.4530 -8.1900
O11 -11.2650 -11.7750 -8.8760
N9 -9.7440 -12.0890 -7.0550
N10 -9.6270 -13.4530 -8.7920
H53 -10.1320 -11.2600 -6.6460
H54 -8.8200 -12.2870 -6.6130
H55 -10.0270 -13.8400 -9.6260
H56 -8.7110 -13.8740 -8.5500
C18 -9.2920 -7.1780 -4.8220
O12 -9.4530 -6.7550 -3.4600
H57 -10.1490 -7.8250 -5.0150
H58 -8.3860 -7.7390 -5.0240
H59 -9.4710 -6.3570 -5.4950
H60 -9.8430 -5.8720 -3.4430
C19 -6.4450 -10.1560 -4.0860
O13 -6.3880 -9.6850 -2.7780
H61 -7.4600 -10.1120 -4.4700
H62 -5.9720 -11.0130 -4.4010
H63 -5.9100 -9.5240 -4.8110
H64 -5.4300 -9.7490 -2.6390
C20 -12.0270 -10.1070 -5.9980
O14 -10.8440 -10.1610 -5.3620
H65 -12.5900 -11.0260 -5.9040
H66 -11.7210 -9.9330 -7.0430
H67 -12.6550 -9.2090 -5.6910
H68 -10.9320 -10.5260 -4.5050
C21 -8.7250 -16.9270 -5.1270
O15 -8.8800 -15.7010 -4.6660
H69 -8.1730 -17.4220 -4.3000
H70 -8.0300 -17.0570 -5.9580
H71 -9.7140 -17.4880 -5.1170
H72 -9.7790 -15.6710 -4.3280

For the maximum force, the calculation gives 8.50 eV/Å. For the lowest unoccupied orbital energy, the calculation gives -0.020 Eh. Its orbital gap is 7.4 eV. The total energy is -68552.7065 eV.

***

No. 2
DFT (ωB97M-V/def2-TZVPD) results for Br3O2P as an isolated structure at a distorted geometry.

Atoms and positions in Å:
O1 0.5770 -0.0555 2.4680
O2 -0.8685 -0.2825 -1.6801
P1 -1.0360 -0.1906 -0.2396
Br1 -3.0128 -0.7803 0.5912
Br2 -1.0920 1.7746 0.5668
Br3 0.9579 -0.7213 1.0171

For the maximum force, the calculation gives 2.02 eV/Å. For the lowest unoccupied orbital energy, the calculation gives -0.081 Eh. Its orbital gap is 7.7 eV. The total energy is -223509.1157 eV.

***

No. 3
DFT (ωB97M-V/def2-TZVPD) results for one molecule with the formula C20H21N3O3S.

Atoms and positions in Å:
C1 3.6883 0.9956 0.2773
H1 4.1393 1.9753 0.1501
H2 4.4411 0.2328 0.4619
H3 2.9711 1.0064 1.0918
S1 2.7731 0.5504 -1.2169
C2 4.1636 0.3939 -2.4022
C3 3.8869 -0.7266 -3.3942
H4 4.7195 -0.7804 -4.0977
H5 2.9831 -0.4823 -3.9562
C4 3.6752 -2.1042 -2.7251
N1 2.3448 -2.6252 -2.9063
C5 1.6977 -2.8547 -1.7462
O1 0.5595 -3.2385 -1.5963
N2 2.6005 -2.5908 -0.7203
C6 3.7913 -2.1060 -1.1975
O2 4.7662 -1.8485 -0.5382
C7 2.3021 -2.7340 0.6863
H6 3.2542 -2.7268 1.2221
H7 1.7867 -3.6863 0.8418
C8 1.4283 -1.5877 1.2383
O3 1.8349 -0.8484 2.1079
N3 0.2081 -1.5538 0.6642
C9 -0.8400 -0.6572 0.8912
C10 -0.7928 0.3526 1.8471
C11 -1.8829 1.1814 2.0260
C12 -3.0386 1.0350 1.2626
C13 -3.0701 0.0273 0.2997
C14 -1.9895 -0.8090 0.1173
H8 -2.0266 -1.5930 -0.6260
H9 -3.9610 -0.1161 -0.2939
C15 -4.1983 1.9133 1.4709
C16 -4.5960 2.2696 2.7579
C17 -5.6919 3.0885 2.9557
C18 -6.4070 3.5698 1.8718
C19 -6.0193 3.2250 0.5879
C20 -4.9264 2.4024 0.3883
H10 -4.6189 2.1510 -0.6164
H11 -6.5709 3.6010 -0.2618
H12 -7.2627 4.2104 2.0271
H13 -5.9919 3.3508 3.9601
H14 -4.0529 1.8830 3.6080
H15 -1.8287 1.9700 2.7619
H16 0.0929 0.4808 2.4463
H17 0.0235 -2.2377 -0.0688
H18 1.8796 -2.6690 -3.7963
H19 4.4175 -2.8151 -3.1123
H20 4.2792 1.3409 -2.9295
H21 5.0584 0.1840 -1.8190

For the maximum force, the calculation gives 0.65 eV/Å. For the lowest unoccupied orbital energy, the calculation gives 0.018 Eh. As for the SMILES: CSCC[C@@H]1NC(=O)N(CC(=O)Nc2ccc(-c3ccccc3)cc2)C1=O. Its orbital gap is 8.5 eV. The total energy is -42531.3499 eV.

***

No. 4
DFT (ωB97M-V/def2-TZVPD) results for a 2-piece molecular cluster, C7H12O3 overall at a distorted geometry.

Atoms and positions in Å:
C1 -0.2340 -2.3963 -5.7700
C2 -0.8652 -2.4790 -4.3891
C3 -0.3187 -3.3883 -3.3314
O1 -0.2362 -3.1338 -2.1241
C4 -1.6502 -1.2396 -3.9162
C5 -1.0397 0.0910 -4.4059
O2 0.2179 0.3533 -3.8463
C6 -3.0493 -1.2934 -4.3602
C7 -4.2039 -1.3556 -4.7202
H1 0.1500 -3.3771 -6.0803
H2 -0.9961 -2.1035 -6.5047
H3 0.5780 -1.6575 -5.7984
H4 -0.3013 -4.4717 -3.5829
H5 -1.6258 -3.3720 -4.5613
H6 -1.6544 -1.2299 -2.8152
H7 -0.9241 0.0640 -5.4989
H8 -1.7419 0.9086 -4.1746
H9 0.8802 -0.1513 -4.3512
H10 -5.2586 -1.3273 -4.9300
H11 1.5453 -2.1377 -1.6307
O3 2.1552 -1.6839 -2.3727
H12 2.9168 -2.2709 -2.3878

For the maximum force, the calculation gives 3.61 eV/Å. For the lowest unoccupied orbital energy, the calculation gives 0.020 Eh. As for the SMILES: C#C[C@H](CO)[C@@H](C)C=O.O. Its orbital gap is 10.5 eV. The total energy is -13592.6843 eV.

***

No. 5
DFT (ωB97M-V/def2-TZVPD) results for C34H43FN4O6S2 as an isolated structure at a distorted geometry.

Atoms and positions in Å:
C1 -1.0380 -0.6694 -4.8010
C2 -2.2044 -1.2267 -4.3979
C3 -2.3558 -1.8590 -3.0342
O1 -2.7484 -1.1330 -2.1408
O2 -2.0929 -3.1978 -2.8276
C4 -0.7479 -3.3075 -2.3288
C5 -0.4681 -4.6463 -1.6799
C6 0.7148 -4.5289 -0.7053
C7 2.0592 -4.1703 -1.3862
C8 2.7093 -2.8695 -0.8505
C9 2.3615 -1.7147 -1.7997
C10 2.5625 -0.3030 -1.2658
S1 2.3735 0.7124 -2.8743
O3 3.8231 0.0965 -0.7466
S2 3.5918 1.6726 -0.3224
O4 4.1930 2.5911 -1.2164
O5 4.0589 1.8703 1.0057
O6 1.9683 1.7368 -0.3966
C11 1.5410 0.3275 -0.3178
C12 1.6621 0.0383 1.2074
C13 0.3781 -0.5597 1.8505
C14 0.7429 -1.9373 2.3992
F1 -0.2240 -2.4140 3.2534
H1 -0.8924 0.3850 -5.0084
H2 -0.1649 -1.3185 -4.8904
H3 -3.0959 -1.2453 -5.0196
H4 -0.0262 -3.1228 -3.1311
H5 -0.6044 -2.5241 -1.5763
H6 -1.3305 -4.9140 -1.0645
H7 -0.3452 -5.4566 -2.3974
H8 0.7828 -5.5012 -0.2198
H9 0.4350 -3.8159 0.0687
H10 1.8797 -4.1100 -2.4608
H11 2.7519 -4.9961 -1.2386
H12 2.4286 -2.6935 0.1837
H13 3.7819 -3.0433 -0.9078
H14 3.0122 -1.8046 -2.6658
H15 1.3400 -1.7623 -2.1650
H16 1.6535 -0.0921 -3.6781
H17 0.5520 0.1048 -0.7043
H18 2.5213 -0.5999 1.4166
H19 1.8770 0.9665 1.7183
H20 -0.4718 -0.6076 1.1764
H21 0.1703 0.0345 2.7388
H22 1.7153 -1.9023 2.8861
H23 0.8104 -2.6250 1.5553
N1 0.3916 2.5390 4.9046
C15 1.5301 2.4566 5.5927
C16 1.5938 2.1600 6.9456
C17 0.4084 1.9388 7.6260
C18 -0.7861 2.0207 6.9301
C19 -0.7384 2.3207 5.5780
H24 2.4336 2.6399 5.0214
H25 2.5481 2.1048 7.4506
H26 0.4151 1.7058 8.6831
H27 -1.7342 1.8557 7.4231
H28 -1.6501 2.3923 4.9939
N2 -3.5186 -5.2823 0.6489
C20 -4.0396 -4.3571 -0.1563
C21 -5.4015 -4.1764 -0.3424
C22 -6.2724 -5.0053 0.3443
C23 -5.7500 -5.9744 1.1856
C24 -4.3719 -6.0691 1.3023
H29 -3.3189 -3.7358 -0.6747
H30 -5.7670 -3.4065 -1.0079
H31 -7.3433 -4.8980 0.2264
H32 -6.3954 -6.6421 1.7395
H33 -3.9193 -6.8106 1.9516
N3 2.5892 1.7420 -6.1031
C25 1.9660 2.7262 -5.4564
C26 1.4034 3.8264 -6.0865
C27 1.4985 3.9123 -7.4653
C28 2.1456 2.8999 -8.1550
C29 2.6689 1.8412 -7.4291
H34 1.9185 2.6172 -4.3783
H35 0.9059 4.5941 -5.5101
H36 1.0744 4.7557 -7.9953
H37 2.2422 2.9289 -9.2317
H38 3.1803 1.0250 -7.9279
N4 -1.2503 7.1537 5.9356
C30 -1.3656 8.1214 5.0283
C31 -1.2038 7.9235 3.6655
C32 -0.9014 6.6474 3.2191
C33 -0.7754 5.6265 4.1469
C34 -0.9607 5.9331 5.4866
H39 -1.6000 9.1044 5.4226
H40 -1.3116 8.7481 2.9740
H41 -0.7655 6.4508 2.1631
H42 -0.5390 4.6164 3.8423
H43 -0.8745 5.1645 6.2478

For the maximum force, the calculation gives 2.66 eV/Å. For the lowest unoccupied orbital energy, the calculation gives -0.010 Eh. Its orbital gap is 8.8 eV. The total energy is -78582.6944 eV.

***

No. 6
DFT (ωB97M-V/def2-TZVPD) results for C20H40Cl4O8S4 as an isolated structure at a distorted geometry.

Atoms and positions in Å:
C1 1.0797 1.5331 -2.2773
C2 1.1675 0.0043 -2.4193
C3 2.5872 -0.3933 -2.8483
S1 3.0429 0.7985 -4.1336
O1 2.7104 0.1877 -5.4360
O2 4.3746 1.3606 -3.9180
C4 1.7430 2.1001 -3.6207
H1 1.6469 1.8487 -1.4016
H2 0.0488 1.8721 -2.1756
H3 0.3952 -0.2074 -3.1587
H4 0.8685 -0.4450 -1.4723
H5 2.6849 -1.3816 -3.2975
H6 3.2298 -0.3263 -1.9704
H7 0.9857 2.2160 -4.3960
H8 2.2632 3.0530 -3.5226
C5 -1.0916 4.4227 1.7245
C6 -1.7666 3.0754 2.2850
C7 -3.0629 2.8788 1.4693
S2 -3.8644 4.5453 1.3861
O3 -4.5132 4.7586 2.6616
O4 -4.6008 4.7530 0.1743
C8 -2.2083 5.4072 1.2929
H9 -0.3965 4.1514 0.9300
H10 -0.3953 4.8617 2.4390
H11 -2.0584 3.1759 3.3304
H12 -1.0584 2.2546 2.1723
H13 -3.7663 2.0999 1.7638
H14 -2.8131 2.6461 0.4341
H15 -2.1532 6.3518 1.8340
H16 -1.9770 5.5715 0.2404
C9 1.1485 -4.7830 -0.5726
C10 0.1242 -4.8993 -1.6475
C11 -0.2167 -3.5342 -2.0745
S3 -0.2037 -2.5396 -0.4313
O5 -1.5250 -2.3266 0.1593
O6 0.7736 -1.4596 -0.5487
C12 0.5696 -3.8507 0.4771
H17 2.1040 -4.4243 -0.9554
H18 1.4342 -5.7596 -0.1818
H19 -0.7780 -5.3699 -1.2567
H20 0.3707 -5.5382 -2.4955
H21 -1.2008 -3.3867 -2.5194
H22 0.4787 -2.9919 -2.7152
H23 -0.1515 -4.2282 1.2020
H24 1.2583 -3.2915 1.1105
C13 1.6650 -0.2194 1.9259
C14 2.0146 -1.6740 1.4781
C15 3.1745 -1.6032 0.4617
S4 3.8856 0.1220 0.5571
O7 3.4579 0.9059 -0.5906
O8 5.2775 0.0670 0.9395
C16 2.9435 0.6537 2.0721
H25 1.1369 -0.3519 2.8702
H26 1.0675 0.3470 1.2116
H27 1.0494 -2.0801 1.1754
H28 2.3076 -2.1876 2.3938
H29 2.8595 -1.7439 -0.5722
H30 3.9452 -2.3438 0.6758
H31 2.8293 1.7377 2.0654
H32 3.5962 0.2529 2.8477
Cl1 -0.4389 2.2476 0.3887
C17 -1.2606 0.7234 0.6508
C18 -0.9468 -0.2178 -0.4728
Cl2 -1.6367 0.3720 -1.9978
H33 -2.3465 0.8118 0.6183
H34 -1.0240 0.3304 1.6396
H35 -1.3552 -1.1444 -0.0693
H36 0.1375 -0.2478 -0.5801
Cl3 -3.8468 -3.0791 2.5946
C19 -3.7742 -1.8353 1.3889
C20 -3.7723 -0.4606 2.1006
Cl4 -2.2774 -0.2060 3.0171
H37 -4.6295 -1.9173 0.7182
H38 -2.9251 -1.9919 0.7236
H39 -4.6309 -0.3962 2.7691
H40 -3.7710 0.3380 1.3589

For the maximum force, the calculation gives 8.62 eV/Å. For the lowest unoccupied orbital energy, the calculation gives -0.011 Eh. Its orbital gap is 8.9 eV. The total energy is -131184.1656 eV.